C5H8N2 | ωB97M-V/def2-TZVPD

Its energy is -8294.3331 eV. As for the LUMO energy: 1.04 eV. The HOMO energy is -7.9 eV. The value obtained for the energy relative to the best compared isomer or geometry (same formula, charge and spin) is 15.3 kcal per mole. The largest force on an atom comes out at 0.40 eV Å⁻¹. The SMILES is Cc1c[nH]c(N)c1.

Cartesian coordinates (Å):
C: 0.7196 -0.7347 -0.0264
N: -1.4283 -0.4799 -0.5358
H: 2.6176 -1.3660 -0.9700
H: -2.1804 1.5571 1.7313
C: -1.1414 0.4515 0.4275
C: 2.1739 -0.5824 -0.3555
H: -0.3253 -2.0097 -1.5544
C: -0.2988 -1.2157 -0.8181
H: -1.6284 2.3709 0.4415
H: -2.2827 -0.4842 -1.0684
H: 2.7810 -0.4034 0.5371
H: 0.6929 0.8042 1.5799
N: -2.0551 1.4920 0.7275
H: 2.2043 0.3484 -0.9377
C: 0.1511 0.2520 0.8215

Partial atomic charges computed with the Mulliken method, in multiples of e: atom 1 (C): 0.708, atom 2 (N): 0.034, atom 3 (H): 0.351, atom 4 (H): 0.291, atom 5 (C): -0.017, atom 6 (C): -1.183, atom 7 (H): 0.390, atom 8 (C): -0.779, atom 9 (H): 0.277, atom 10 (H): 0.240, atom 11 (H): 0.300, atom 12 (H): 0.370, atom 13 (N): -0.605, atom 14 (H): 0.264, atom 15 (C): -0.642



C5H8N2 | ωB97M-V/def2-TZVPD

Its energy is -8291.3495 eV. As for the LUMO energy: 0.62 eV. The HOMO energy is -7.7 eV. The value obtained for the energy relative to the best compared isomer or geometry (same formula, charge and spin) is 84.1 kcal per mole. The largest force on an atom comes out at 0.78 eV Å⁻¹.

Cartesian coordinates (Å):
C: 1.2194 -0.0958 0.0751
N: 0.8814 1.2514 -0.3117
H: -3.1197 0.6427 -0.1299
H: -0.0438 -1.7744 0.5601
H: -2.6945 -1.0076 -0.6196
H: 2.6545 -1.3344 0.7198
C: 0.0533 -0.7268 0.2900
C: -0.6928 1.4919 -0.1719
H: 0.6175 1.3902 -1.3046
C: -1.0554 0.2028 0.0869
H: -2.7910 -0.5975 1.1007
C: -2.4927 -0.2186 0.1167
N: 2.5721 -0.4345 0.2591
H: 3.0905 -0.4760 -0.6135
H: 1.5137 1.9939 -0.0206

Partial atomic charges computed with the Mulliken method, in multiples of e: atom 1 (C): 0.185, atom 2 (N): -0.011, atom 3 (H): 0.325, atom 4 (H): 0.346, atom 5 (H): 0.284, atom 6 (H): 0.249, atom 7 (C): -0.583, atom 8 (C): -1.261, atom 9 (H): 0.416, atom 10 (C): 0.940, atom 11 (H): 0.284, atom 12 (C): -1.203, atom 13 (N): -0.543, atom 14 (H): 0.242, atom 15 (H): 0.329



C5H8N2 | ωB97M-V/def2-TZVPD

Its energy is -8289.7090 eV. As for the LUMO energy: 0.92 eV. The HOMO energy is -7.6 eV. The value obtained for the energy relative to the best compared isomer or geometry (same formula, charge and spin) is 121.9 kcal per mole. The largest force on an atom comes out at 0.99 eV Å⁻¹.

Cartesian coordinates (Å):
H: 3.3560 -0.0257 0.0299
C: -2.4904 -0.4701 -0.0312
C: -0.0571 0.1783 -0.5353
C: 1.2854 0.1971 0.0403
H: 0.9450 2.4515 -0.0890
H: -2.8680 -0.1663 -1.0135
N: -1.3890 1.3384 1.0025
H: -0.2647 -0.4067 -1.4525
H: 2.4513 -1.5049 -0.3652
H: -2.2537 -1.5370 -0.0425
C: 0.8066 1.3780 -0.1789
H: 2.5401 -0.9415 1.3243
H: -3.2245 -0.2272 0.7348
N: -1.3132 0.3610 0.2921
C: 2.4762 -0.6250 0.2844

Partial atomic charges computed with the Mulliken method, in multiples of e: atom 1 (H): 0.279, atom 2 (C): -0.868, atom 3 (C): -0.411, atom 4 (C): 0.369, atom 5 (H): 0.388, atom 6 (H): 0.321, atom 7 (N): -0.849, atom 8 (H): 0.378, atom 9 (H): 0.318, atom 10 (H): 0.291, atom 11 (C): -0.449, atom 12 (H): 0.274, atom 13 (H): 0.330, atom 14 (N): 0.627, atom 15 (C): -0.998



C5H8N2 | ωB97M-V/def2-TZVPD

Its energy is -8291.2085 eV. As for the LUMO energy: 0.69 eV. The HOMO energy is -7.7 eV. The value obtained for the energy relative to the best compared isomer or geometry (same formula, charge and spin) is 87.3 kcal per mole. The largest force on an atom comes out at 3.05 eV Å⁻¹.

Cartesian coordinates (Å):
C: 0.5737 -0.8420 -0.1607
N: 1.1735 0.0105 0.4336
H: -0.9307 0.3556 1.3632
H: 1.2509 2.0417 1.1064
C: 0.7228 -1.6921 -1.3403
H: -0.8132 1.8637 0.4373
H: 1.0686 -2.6531 -0.9945
N: -2.0803 -0.2699 -1.4945
H: 1.2505 -1.2919 -2.1727
H: -0.2375 -1.7744 -1.7201
C: -1.4918 1.0251 0.6310
H: 2.0422 0.7082 2.2125
H: -2.4086 1.3742 0.9880
C: 1.5743 0.9248 1.2478
C: -1.6943 0.2195 -0.5370

Partial atomic charges computed with the Mulliken method, in multiples of e: atom 1 (C): 0.140, atom 2 (N): -0.156, atom 3 (H): 0.306, atom 4 (H): 0.226, atom 5 (C): -1.026, atom 6 (H): 0.160, atom 7 (H): 0.290, atom 8 (N): -0.507, atom 9 (H): 0.309, atom 10 (H): 0.358, atom 11 (C): -0.901, atom 12 (H): 0.267, atom 13 (H): 0.360, atom 14 (C): -0.418, atom 15 (C): 0.593



C5H8N2 | ωB97M-V/def2-TZVPD

Its energy is -8293.7424 eV. As for the LUMO energy: 0.96 eV. The HOMO energy is -8.8 eV. The value obtained for the energy relative to the best compared isomer or geometry (same formula, charge and spin) is 28.9 kcal per mole. The largest force on an atom comes out at 0.39 eV Å⁻¹. The SMILES is Cc1cnn(C)c1.

Cartesian coordinates (Å):
C: 0.0569 2.2285 -0.5553
C: -1.0249 -0.0984 -1.2593
C: -0.2480 0.1543 0.7678
H: -1.4664 0.0495 -2.2413
H: 1.1306 2.0138 -0.6250
H: 0.1548 0.4768 1.7192
N: -0.3807 -1.1648 0.4656
N: -0.8561 -1.3246 -0.7927
C: -0.5757 0.8882 -0.3335
H: -0.2332 2.7235 -1.4808
H: 0.8382 -1.8786 1.9887
H: 0.4084 -3.0975 0.7461
C: 0.6709 -2.0571 0.9238
H: 1.5985 -1.8202 0.3854
H: -0.0731 2.9066 0.2914

Partial atomic charges computed with the Mulliken method, in multiples of e: atom 1 (C): -1.120, atom 2 (C): -0.386, atom 3 (C): -0.365, atom 4 (H): 0.424, atom 5 (H): 0.272, atom 6 (H): 0.406, atom 7 (N): 0.522, atom 8 (N): -0.894, atom 9 (C): 0.388, atom 10 (H): 0.341, atom 11 (H): 0.320, atom 12 (H): 0.280, atom 13 (C): -0.808, atom 14 (H): 0.304, atom 15 (H): 0.314



C5H8N2 | ωB97M-V/def2-TZVPD

Its energy is -8293.2188 eV. As for the LUMO energy: 0.86 eV. The HOMO energy is -10.3 eV. The value obtained for the energy relative to the best compared isomer or geometry (same formula, charge and spin) is 41.0 kcal per mole. The largest force on an atom comes out at 1.30 eV Å⁻¹. The SMILES is N#C[C@H](N)C1CC1.

Cartesian coordinates (Å):
C: -1.4207 0.8452 -0.7036
H: -1.4908 -0.0625 1.2593
H: -0.2244 -0.6685 -1.6404
C: 0.9558 -0.3792 0.0969
N: 2.1930 0.0027 -0.5493
N: 0.7523 0.5237 2.5618
C: -0.3279 -0.1799 -0.6718
H: 0.9905 -1.4734 0.1798
H: -1.9943 0.7563 -1.6197
H: -2.2681 -1.1379 0.0419
H: 2.3442 1.0043 -0.4953
C: 0.8057 0.1211 1.4795
H: 2.9625 -0.4495 -0.0633
H: -1.3607 1.8471 -0.2973
C: -1.5712 -0.3297 0.2035

Partial atomic charges computed with the Mulliken method, in multiples of e: atom 1 (C): -0.482, atom 2 (H): 0.290, atom 3 (H): 0.359, atom 4 (C): 0.391, atom 5 (N): -0.619, atom 6 (N): -0.465, atom 7 (C): -0.410, atom 8 (H): 0.191, atom 9 (H): 0.240, atom 10 (H): 0.263, atom 11 (H): 0.274, atom 12 (C): 0.075, atom 13 (H): 0.275, atom 14 (H): 0.257, atom 15 (C): -0.639



C5H8N2 | ωB97M-V/def2-TZVPD

Its energy is -8292.2005 eV. As for the LUMO energy (alpha / beta): 0.94 / 0.90 eV. The HOMO energy (alpha / beta) is -6.0 / -5.7 eV. The value obtained for the energy relative to the best compared isomer or geometry (same formula, charge and spin) is 64.5 kcal per mole. The largest force on an atom comes out at 0.47 eV Å⁻¹.

Cartesian coordinates (Å):
H: 0.0181 1.7658 0.4006
H: 2.7703 1.2017 0.3574
H: 0.4899 1.1287 -1.1895
C: -1.1751 0.0484 -0.2039
H: -3.1807 0.0115 -0.4875
C: 0.1011 0.8587 -0.2085
H: 3.1120 -0.6387 0.1599
C: -0.8848 -1.1802 0.2726
C: 0.5194 -1.2343 0.6087
N: -2.4070 0.6603 -0.4266
H: -2.4284 1.3243 -1.1881
N: 1.1219 -0.0830 0.3153
C: 2.4295 0.1963 0.1570
H: 1.0975 -2.0703 0.9789
H: -1.5837 -1.9894 0.4537

Partial atomic charges computed with the Mulliken method, in multiples of e: atom 1 (H): 0.284, atom 2 (H): 0.213, atom 3 (H): 0.431, atom 4 (C): 0.297, atom 5 (H): 0.250, atom 6 (C): -0.680, atom 7 (H): 0.248, atom 8 (C): -0.461, atom 9 (C): -0.587, atom 10 (N): -0.514, atom 11 (H): 0.232, atom 12 (N): 0.115, atom 13 (C): -0.602, atom 14 (H): 0.427, atom 15 (H): 0.348



C5H8N2 | ωB97M-V/def2-TZVPD

Its energy is -8290.1717 eV. As for the LUMO energy (alpha / beta): -0.92 / -0.91 eV. The HOMO energy (alpha / beta) is -9.3 / -9.3 eV. The value obtained for the energy relative to the best compared isomer or geometry (same formula, charge and spin) is 111.3 kcal per mole. The largest force on an atom comes out at 1.15 eV Å⁻¹.

Cartesian coordinates (Å):
C: -0.9990 -1.0586 0.4196
H: 0.6907 0.8183 -1.6292
C: 1.9544 -0.5533 -0.9707
H: 1.3485 -0.6567 1.5034
C: 1.0188 0.3675 1.2174
C: -0.9132 1.4479 0.0827
C: -0.1047 0.1622 0.2254
H: -0.4191 -1.9845 0.3533
H: -1.4685 1.6255 1.0085
H: -1.7946 -1.0895 -0.3334
H: -1.6294 1.3931 -0.7451
N: 0.7330 0.0225 -1.0040
H: -0.2352 2.2956 -0.0581
H: -1.4704 -1.0176 1.4090
N: 3.0063 -1.0479 -0.9592

Partial atomic charges computed with the Mulliken method, in multiples of e: atom 1 (C): -1.430, atom 2 (H): 0.279, atom 3 (C): 0.386, atom 4 (H): 0.297, atom 5 (C): -0.706, atom 6 (C): -1.741, atom 7 (C): 1.382, atom 8 (H): 0.371, atom 9 (H): 0.404, atom 10 (H): 0.349, atom 11 (H): 0.421, atom 12 (N): -0.373, atom 13 (H): 0.464, atom 14 (H): 0.361, atom 15 (N): -0.464



Please write out number 2 again, unchanged.
C5H8N2 | ωB97M-V/def2-TZVPD

Its energy is -8291.3495 eV. As for the LUMO energy: 0.62 eV. The HOMO energy is -7.7 eV. The value obtained for the energy relative to the best compared isomer or geometry (same formula, charge and spin) is 84.1 kcal per mole. The largest force on an atom comes out at 0.78 eV Å⁻¹.

Cartesian coordinates (Å):
C: 1.2194 -0.0958 0.0751
N: 0.8814 1.2514 -0.3117
H: -3.1197 0.6427 -0.1299
H: -0.0438 -1.7744 0.5601
H: -2.6945 -1.0076 -0.6196
H: 2.6545 -1.3344 0.7198
C: 0.0533 -0.7268 0.2900
C: -0.6928 1.4919 -0.1719
H: 0.6175 1.3902 -1.3046
C: -1.0554 0.2028 0.0869
H: -2.7910 -0.5975 1.1007
C: -2.4927 -0.2186 0.1167
N: 2.5721 -0.4345 0.2591
H: 3.0905 -0.4760 -0.6135
H: 1.5137 1.9939 -0.0206

Partial atomic charges computed with the Mulliken method, in multiples of e: atom 1 (C): 0.185, atom 2 (N): -0.011, atom 3 (H): 0.325, atom 4 (H): 0.346, atom 5 (H): 0.284, atom 6 (H): 0.249, atom 7 (C): -0.583, atom 8 (C): -1.261, atom 9 (H): 0.416, atom 10 (C): 0.940, atom 11 (H): 0.284, atom 12 (C): -1.203, atom 13 (N): -0.543, atom 14 (H): 0.242, atom 15 (H): 0.329